1) Entry from the OMol25 dataset: an isolated molecule of C4H4N2 (ωB97M-V/def2-TZVPD).

Geometry as XYZ:
```
10
C4H4N2 ωB97M-V/def2-TZVPD
N -0.091 0.062 -0.199
N 0.667 2.240 0.676
C 0.523 2.320 -0.503
C 1.101 1.239 1.324
C 0.189 0.055 1.034
C -0.555 -1.091 -0.828
H -1.563 -0.809 -1.365
H -0.580 -1.957 -0.172
H 0.104 -0.806 1.750
H 0.205 -1.253 -1.716
```

Its highest occupied orbital energy is -8.995 eV. The net charge is 0.

The Löwdin scheme yields these atomic charges, measured in e:
1 N -0.102
2 N -0.117
3 C 0.122
4 C -0.015
5 C -0.182
6 C -0.141
7 H 0.124
8 H 0.064
9 H 0.123
10 H 0.124

=====

2) Entry from the OMol25 dataset: an isolated molecule of C4H4N2 (ωB97M-V/def2-TZVPD).

Geometry as XYZ:
```
10
C4H4N2 ωB97M-V/def2-TZVPD
N -0.587 -1.726 0.132
N 0.653 -1.702 -0.044
C -0.784 0.822 0.008
C 0.735 0.854 -0.063
C -1.439 -0.361 0.157
C 1.443 -0.305 -0.141
H -1.186 1.848 -0.088
H 2.512 -0.568 -0.248
H -2.495 -0.667 0.283
H 1.091 1.901 -0.026
```

Its highest occupied orbital energy is -8.953 eV. The net charge is 0. As for the SMILES: c1ccnnc1.

The Löwdin scheme yields these atomic charges, measured in e:
1 N -0.030
2 N -0.030
3 C -0.105
4 C -0.105
5 C -0.051
6 C -0.052
7 H 0.098
8 H 0.088
9 H 0.088
10 H 0.098

=====

3) Entry from the OMol25 dataset: an isolated molecule of C4H4N2 (ωB97M-V/def2-TZVPD).

Geometry as XYZ:
```
10
C4H4N2 ωB97M-V/def2-TZVPD
N 0.384 1.622 0.433
N -0.074 0.917 1.457
C 0.073 -0.253 -1.032
C 0.525 1.036 -0.752
C -0.371 -0.368 1.283
C -0.384 -0.994 0.037
H 0.122 -0.647 -2.043
H -0.605 -0.918 2.191
H -0.720 -2.021 -0.077
H 1.051 1.625 -1.497
```

Its highest occupied orbital energy is -9.372 eV. The net charge is 0. As for the SMILES: c1ccnnc1.

The Löwdin scheme yields these atomic charges, measured in e:
1 N 0.005
2 N 0.005
3 C -0.065
4 C -0.149
5 C -0.148
6 C -0.064
7 H 0.105
8 H 0.103
9 H 0.105
10 H 0.103

=====

Question: which arrangement is favored energetically? Ranking from most to least stable: 3), 2), 1).

=====

1) Entry from the OMol25 dataset: an isolated molecule of C4H4N2 (ωB97M-V/def2-TZVPD).

Geometry as XYZ:
```
10
C4H4N2 ωB97M-V/def2-TZVPD
N -1.334 0.070 -1.224
N -0.635 1.110 -1.290
C 0.971 0.298 0.514
C 0.659 1.286 -0.373
C -1.038 -1.048 -0.125
C 0.017 -0.869 0.720
H 1.117 2.252 -0.668
H 1.866 0.171 1.154
H -1.828 -1.817 -0.247
H 0.328 -1.458 1.606
```

Its highest occupied orbital energy is -8.971 eV. The net charge is 0. As for the SMILES: c1ccnnc1.

The Löwdin scheme yields these atomic charges, measured in e:
1 N -0.031
2 N -0.031
3 C -0.102
4 C -0.056
5 C -0.056
6 C -0.102
7 H 0.090
8 H 0.098
9 H 0.090
10 H 0.098

=====

2) Entry from the OMol25 dataset: an isolated molecule of C4H4N2 (ωB97M-V/def2-TZVPD).

Geometry as XYZ:
```
10
C4H4N2 ωB97M-V/def2-TZVPD
N 0.202 1.474 0.155
N -0.966 -0.126 -2.701
C 0.086 -0.915 0.455
C -0.363 0.034 -1.728
C -0.268 -1.603 1.376
C 0.423 0.173 -0.480
H -0.591 -2.162 2.223
H -0.765 1.516 0.471
H 0.763 1.485 1.006
H 1.478 0.124 -0.777
```

Its highest occupied orbital energy is -10.359 eV. The net charge is 0. As for the SMILES: C#C[C@H](N)C#N.

The Löwdin scheme yields these atomic charges, measured in e:
1 N 0.043
2 N 0.159
3 C -0.100
4 C -0.173
5 C 0.130
6 C -0.411
7 H 0.032
8 H 0.087
9 H 0.086
10 H 0.147

=====

Question: which arrangement is favored energetically? Ranking from most to least stable: 2), 1).

=====

1) Entry from the OMol25 dataset: an isolated molecule of C4H4N2 (ωB97M-V/def2-TZVPD).

Geometry as XYZ:
```
10
C4H4N2 ωB97M-V/def2-TZVPD
N -0.322 0.270 -0.235
N 2.120 -0.907 -0.959
C 0.402 -0.413 0.620
C -1.532 0.996 -0.416
C -0.486 0.703 -1.474
C 1.636 -0.996 0.182
H -2.458 0.431 -0.374
H 2.165 -1.557 0.970
H 0.062 -0.506 1.642
H -1.586 1.979 0.043
```

Its highest occupied orbital energy (spin up / spin down) is -9.156 / -8.433 eV. The net charge is 0.

The Löwdin scheme yields these atomic charges, measured in e:
1 N -0.171
2 N 0.200
3 C -0.071
4 C -0.149
5 C 0.091
6 C -0.307
7 H 0.090
8 H 0.109
9 H 0.118
10 H 0.090

=====

2) Entry from the OMol25 dataset: a structure of composition C4H4N2 (ωB97M-V/def2-TZVPD).

Geometry as XYZ:
```
10
C4H4N2 ωB97M-V/def2-TZVPD
N -2.128 0.632 -0.476
N 1.965 0.698 0.415
C 0.758 0.674 -0.455
C -0.968 0.696 0.436
C 1.756 -0.325 -0.288
C -1.775 -0.437 0.091
H 0.678 1.355 -1.287
H -0.951 1.200 1.382
H -1.950 -1.487 0.151
H 2.181 -1.250 -0.590
```

Its highest occupied orbital energy is -9.038 eV. The net charge is 0.

The Löwdin scheme yields these atomic charges, measured in e:
1 N 0.118
2 N 0.127
3 C -0.179
4 C -0.171
5 C -0.129
6 C -0.129
7 H 0.083
8 H 0.085
9 H 0.100
10 H 0.096

=====

3) Entry from the OMol25 dataset: a structure of composition C4H4N2 (ωB97M-V/def2-TZVPD).

Geometry as XYZ:
```
10
C4H4N2 ωB97M-V/def2-TZVPD
N -0.847 2.075 -0.042
N 2.574 -1.283 -0.553
C -0.901 -0.525 0.004
C 0.488 0.100 0.230
C 0.151 1.489 -0.201
C 1.656 -0.654 -0.237
H 0.624 0.264 1.305
H -0.813 -1.654 0.013
H -1.384 -0.293 -0.931
H -1.522 0.591 0.486
```

Its highest occupied orbital energy is -11.396 eV. The net charge is 0.

The Löwdin scheme yields these atomic charges, measured in e:
1 N 0.137
2 N 0.163
3 C -0.074
4 C -0.360
5 C -0.154
6 C -0.180
7 H 0.150
8 H 0.101
9 H 0.054
10 H 0.164

=====

Question: which arrangement is favored energetically? Ranking from most to least stable: 3), 2), 1).

=====

1) Entry from the OMol25 dataset: a cluster of 7 separate species, H13O6S in total (ωB97M-V/def2-TZVPD).

Geometry as XYZ:
```
20
H13O6S ωB97M-V/def2-TZVPD
S -0.842 -0.232 -0.364
O -2.492 1.215 2.078
O -2.363 -1.560 -4.077
O 1.059 2.654 0.922
O -0.098 -0.384 2.864
O 3.265 -2.257 1.099
O 2.235 0.541 -1.432
H 1.299 0.369 -1.649
H -1.824 -1.751 -3.298
H -2.375 0.747 1.228
H -3.411 1.031 2.303
H 0.386 2.401 0.270
H -0.851 0.234 2.809
H 2.462 -2.782 0.982
H -1.718 -1.206 -4.698
H 0.618 2.350 1.726
H 2.663 0.438 -2.293
H 0.162 -0.486 1.938
H 2.872 -1.384 1.256
H -1.047 0.062 -1.661
```

Its highest occupied orbital energy is -4.223 eV. The net charge is -1.

The Löwdin scheme yields these atomic charges, measured in e:
1 S 0.078
2 O -0.125
3 O -0.078
4 O -0.099
5 O -0.123
6 O -0.078
7 O -0.115
8 H -0.060
9 H 0.015
10 H -0.084
11 H 0.031
12 H -0.008
13 H -0.014
14 H 0.032
15 H 0.025
16 H 0.014
17 H 0.016
18 H -0.068
19 H 0.034
20 H -0.391

=====

2) Entry from the OMol25 dataset: a cluster of 8 separate species, H13O6S in total (ωB97M-V/def2-TZVPD).

Geometry as XYZ:
```
20
H13O6S ωB97M-V/def2-TZVPD
S -2.189 -2.676 -3.267
O -1.154 1.001 1.476
O 1.076 -0.422 1.923
O -1.896 -0.658 -0.869
O 0.331 2.969 0.530
O 2.604 1.562 0.496
O 0.649 -2.097 -0.123
H 0.080 -2.031 -0.901
H -2.848 -0.773 -0.779
H 1.813 2.163 0.437
H -1.569 0.436 0.806
H -0.389 0.452 1.795
H 0.694 -3.026 0.116
H 0.934 -1.112 1.233
H -0.512 -1.817 -2.897
H 1.765 0.127 1.510
H -0.342 2.296 0.836
H 2.779 1.371 -0.430
H -0.109 3.412 -0.200
H -1.717 -1.177 -1.693
```

Its highest occupied orbital energy is -4.035 eV. The net charge is -1.

The Löwdin scheme yields these atomic charges, measured in e:
1 S -0.365
2 O -0.090
3 O -0.090
4 O -0.177
5 O -0.086
6 O -0.092
7 O -0.057
8 H -0.012
9 H 0.025
10 H 0.001
11 H 0.015
12 H 0.019
13 H 0.062
14 H 0.004
15 H -0.083
16 H 0.015
17 H 0.015
18 H 0.041
19 H 0.049
20 H -0.195

=====

Question: which arrangement is favored energetically? Ranking from most to least stable: 1), 2).

=====

1) Entry from the OMol25 dataset: a cluster of 2 separate species, C4H12O3 in total (ωB97M-V/def2-TZVPD).

Geometry as XYZ:
```
19
C4H12O3 ωB97M-V/def2-TZVPD
O 0.928 -1.182 -1.506
O -0.790 1.536 0.689
O -0.719 1.375 -2.556
C 1.409 -0.617 -0.265
C 0.524 -1.424 0.734
C -1.170 0.496 1.492
C -0.165 -0.555 1.833
H 1.200 -1.962 1.420
H 2.456 -0.927 -0.219
H 0.195 1.581 0.657
H 1.236 0.464 -0.205
H 0.743 -0.019 2.189
H 1.367 -0.756 -2.247
H -1.762 0.838 2.351
H -2.012 0.103 0.817
H -1.318 1.874 -1.984
H -0.018 -2.158 0.146
H -0.422 -1.083 2.743
H -0.271 0.849 -1.880
```

Its highest occupied orbital energy (spin up / spin down) is -14.938 / -14.846 eV. The net charge is +1. The expectation value of S² is 0.754. The spin multiplicity is 2.

The Löwdin scheme yields these atomic charges, measured in e:
1 O -0.064
2 O 0.189
3 O -0.031
4 C -0.187
5 C -0.107
6 C -0.153
7 C -0.135
8 H 0.131
9 H 0.142
10 H 0.147
11 H 0.095
12 H 0.146
13 H 0.105
14 H 0.204
15 H 0.233
16 H 0.036
17 H 0.128
18 H 0.134
19 H -0.016

=====

2) Entry from the OMol25 dataset: a cluster of 2 separate species, C4H12O3 in total (ωB97M-V/def2-TZVPD).

Geometry as XYZ:
```
19
C4H12O3 ωB97M-V/def2-TZVPD
O 2.748 1.364 0.750
O -4.172 -2.794 2.600
O -2.061 0.705 -0.668
C 0.348 0.880 -0.623
C 1.523 -0.091 -0.739
C 2.790 0.754 -0.532
C -0.904 0.075 -0.337
H -0.894 -0.185 0.744
H 1.593 -0.521 -1.736
H 1.522 -0.752 0.129
H 3.631 0.048 -0.499
H 0.141 1.414 -1.535
H -4.864 -3.453 2.495
H 3.301 2.154 0.665
H 2.898 1.526 -1.288
H -0.869 -0.840 -0.955
H -4.485 -1.977 2.200
H 0.535 1.622 0.145
H -2.782 0.071 -0.814
```

Its highest occupied orbital energy (spin up / spin down) is -14.020 / -14.020 eV. The net charge is +1. The expectation value of S² is 0.755. The spin multiplicity is 2.

The Löwdin scheme yields these atomic charges, measured in e:
1 O 0.016
2 O -0.061
3 O 0.147
4 C -0.131
5 C -0.125
6 C -0.203
7 C -0.207
8 H 0.205
9 H 0.138
10 H 0.137
11 H 0.159
12 H 0.140
13 H 0.039
14 H 0.126
15 H 0.138
16 H 0.172
17 H 0.022
18 H 0.133
19 H 0.156

=====

Question: which arrangement is favored energetically? Ranking from most to least stable: 2), 1).

=====

1) Entry from the OMol25 dataset: an isolated molecule of C8H9NO3S (ωB97M-V/def2-TZVPD).

Geometry as XYZ:
```
22
C8H9NO3S ωB97M-V/def2-TZVPD
S -1.982 0.089 0.161
O 0.790 -2.259 -1.570
O -1.898 -1.117 -0.775
O -3.093 0.876 -0.321
N -2.141 -0.610 1.565
C -0.020 2.087 0.118
C 1.220 2.533 -0.170
C 0.495 -1.592 -0.580
C 1.936 0.409 -0.751
C 0.138 -2.266 0.713
C 0.637 -0.123 -0.575
C 2.266 1.745 -0.584
C -0.341 0.756 -0.193
H 1.371 3.500 0.122
H 2.636 -0.336 -1.233
H 0.981 -2.176 1.320
H -2.119 0.249 2.158
H -0.774 2.768 0.491
H -0.721 -1.868 1.379
H 3.256 2.103 -0.788
H -2.771 -1.496 -0.947
H 0.134 -3.274 0.459
```

Its highest occupied orbital energy is -9.544 eV. The net charge is 0. As for the SMILES: CC(=O)c1ccccc1[S@@](=N)(=O)O.

The Löwdin scheme yields these atomic charges, measured in e:
1 S 0.666
2 O 0.088
3 O -0.165
4 O -0.292
5 N -0.202
6 C -0.044
7 C -0.091
8 C -0.431
9 C 0.005
10 C -0.014
11 C -0.148
12 C -0.033
13 C -0.195
14 H 0.085
15 H 0.146
16 H 0.073
17 H 0.034
18 H 0.125
19 H 0.077
20 H 0.111
21 H 0.136
22 H 0.069

=====

2) Entry from the OMol25 dataset: a structure of composition C8H9NO3S (ωB97M-V/def2-TZVPD).

Geometry as XYZ:
```
22
C8H9NO3S ωB97M-V/def2-TZVPD
S -2.795 -0.126 0.145
O -3.589 1.007 -0.255
O -3.008 -1.286 -0.957
O -2.998 -0.710 1.425
N -0.939 1.683 -0.331
C -1.134 0.357 -0.115
C 1.843 -1.889 -0.090
C 0.367 1.961 -0.495
C 2.801 -0.872 -0.310
C 0.510 -1.610 0.000
C 1.071 0.765 -0.387
C 2.440 0.435 -0.458
C 0.103 -0.272 -0.144
H 0.517 0.662 2.417
H 0.720 2.956 -0.678
H -3.393 -0.923 -1.756
H 0.229 0.774 3.132
H -1.726 2.315 -0.356
H 3.843 -1.153 -0.360
H 3.172 1.210 -0.619
H -0.224 -2.380 0.174
H 2.192 -2.903 0.019
```

Its highest occupied orbital energy is -8.083 eV. The net charge is 0.

The Löwdin scheme yields these atomic charges, measured in e:
1 S 0.644
2 O -0.290
3 O -0.145
4 O -0.248
5 N 0.062
6 C -0.288
7 C -0.078
8 C -0.028
9 C -0.088
10 C -0.021
11 C -0.187
12 C -0.035
13 C -0.179
14 H 0.033
15 H 0.125
16 H 0.089
17 H 0.053
18 H 0.156
19 H 0.100
20 H 0.110
21 H 0.115
22 H 0.101

=====

Question: which arrangement is favored energetically? Ranking from most to least stable: 2), 1).